1.
{"formula": "C6H8O3S", "method": "the ωB97M-V functional and the def2-TZVPD basis", "de_lowest_kcal_mol": 197.8, "homo_ev": [-8.821, -8.821], "homo_lumo_gap_ev": [6.59, 6.59], "elements": ["C", "C", "C", "C", "C", "C", "O", "O", "O", "S", "H", "H", "H", "H", "H", "H", "H", "H"], "positions_angstrom": [[-1.041, -2.208, -0.860], [-0.206, -2.818, -0.030], [-0.953, -0.711, -0.644], [0.233, -0.496, -0.099], [-1.409, 1.450, -1.433], [1.609, 1.991, 1.709], [1.984, -2.248, 0.988], [-1.823, 0.045, -1.246], [0.327, 1.789, 1.161], [0.607, -1.764, 1.127], [-1.587, -2.565, -1.618], [0.079, -3.889, -0.142], [-0.800, 1.526, -2.275], [-0.895, 1.725, -0.438], [-2.251, 2.063, -1.854], [1.893, 1.609, 2.700], [1.855, 3.053, 1.773], [2.376, 1.450, 1.181]]}

---

2.
{"formula": "C6H8O6Rb", "method": "the ωB97M-V functional and the def2-TZVPD basis", "de_lowest_kcal_mol": 80.8, "homo_ev": [-3.749, -1.668], "homo_lumo_gap_ev": [5.68, 3.16], "charge": -1, "elements": ["O", "C", "O", "O", "C", "H", "H", "C", "H", "H", "O", "C", "C", "O", "O", "C", "Rb", "H", "H", "H", "H"], "positions_angstrom": [[2.874, -0.754, -2.046], [3.164, -0.671, -3.384], [2.694, 0.289, -4.030], [4.002, -1.514, -3.775], [2.166, 0.345, -1.417], [2.777, 1.251, -1.573], [1.230, 0.516, -1.970], [1.883, 0.091, 0.036], [1.359, -0.871, 0.181], [2.834, -0.147, 0.553], [-2.512, 1.180, 1.544], [-1.964, 0.674, 0.422], [-2.968, 0.103, 2.388], [-0.724, 0.904, 0.257], [-2.403, -0.570, 0.227], [-2.958, -1.097, 1.442], [1.057, 3.297, 2.161], [-3.963, 0.368, 2.758], [-2.266, -0.005, 3.226], [-3.962, -1.470, 1.210], [-2.320, -1.918, 1.788]]}

---

3.
{"formula": "C6H8O6Sc", "method": "the ωB97M-V functional and the def2-TZVPD basis", "de_lowest_kcal_mol": 0.0, "homo_ev": -14.332, "homo_lumo_gap_ev": 9.09, "charge": 1, "elements": ["O", "C", "C", "O", "O", "C", "H", "H", "H", "H", "H", "O", "O", "C", "C", "O", "C", "H", "H", "H", "Sc"], "positions_angstrom": [[-2.245, -0.183, 1.255], [1.205, -1.028, 1.497], [-1.648, 0.772, 2.045], [1.979, -1.846, 1.926], [0.656, -0.115, 2.264], [-0.161, 0.988, 1.795], [-1.772, 0.533, 3.121], [-2.099, 1.777, 1.901], [0.198, 1.854, 2.364], [0.049, 1.178, 0.732], [-0.030, 0.526, -3.560], [-0.233, -1.881, -0.200], [-0.972, 0.442, -1.696], [0.160, 0.532, -2.469], [1.149, -0.598, -2.220], [1.526, -0.600, -0.812], [0.708, -1.123, 0.048], [0.670, 1.483, -2.213], [2.090, -0.426, -2.752], [0.742, -1.582, -2.485], [-1.970, -0.703, -0.541]]}

---

In order of appearance, maximum force = 4.55; 7.91; 2.36 eV/A.
In order of appearance, DFT total energy = -23320.3201; -19288.0009; -39332.0925 eV.